The following is a quantum chemistry calculation of C23H17BrCl5IrNO7PTe as an isolated structure, from the Open Molecules 2025 dataset.

The spin multiplicity is 2. The calculation puts the relative energy (zero: lowest compared OMol25 entry of this formula, charge and spin) at 322.3 kJ/mol. The total charge is -1. The value obtained for the max |F| is 2.02 eV/Å. The calculation puts the orbital gap (spin up / spin down) at 0.228 / 0.218 Eh. The calculation puts the energy at -7056.89226 a.u.

Geometry as XYZ:
```
57
C23H17BrCl5IrNO7PTe | the Open Molecules 2025 dataset | wB97M-V/def2-TZVPD
Ir 0.32016 -0.37415 1.09593
O -3.69662 0.07986 1.67160
C -2.48130 0.06953 1.65737
O -1.72943 -0.48473 0.75716
C -1.71252 0.73635 2.74981
C -2.26364 1.45316 3.79588
C -1.41256 1.98936 4.75019
C -0.04090 1.78550 4.63047
C 0.43055 1.05351 3.56231
N -0.40307 0.55833 2.65204
C 1.88023 0.77104 3.32329
O 2.72237 1.26350 4.02396
O 2.09671 -0.04784 2.29066
H -3.33788 1.56446 3.82150
H -1.80819 2.56654 5.57513
H 0.68261 2.18243 5.32803
Cl 0.59330 -1.87741 4.44292
C -0.12963 -2.85853 3.18456
C -0.12306 -2.41154 1.86326
C -0.70881 -3.31251 0.97016
Cl -0.79484 -2.94078 -0.74395
C -1.27082 -4.53409 1.34251
Cl -2.01457 -5.58335 0.17946
C -1.24724 -4.92512 2.67574
Cl -1.92571 -6.43952 3.16460
C -0.65750 -4.08132 3.60508
Cl -0.59075 -4.57494 5.26689
C -1.09630 -1.80889 -4.10336
C 0.23299 -1.10702 -4.26652
O 1.03596 -1.25020 -3.08114
P 1.05847 -0.27024 -1.84171
O 1.50079 -1.02653 -0.61607
Te 3.47464 1.22826 0.93820
O 2.13780 0.80770 -2.20008
C 2.24866 1.62567 -3.37071
C 3.66201 2.15487 -3.41348
H -1.65330 -1.77279 -5.04098
H -1.69666 -1.34281 -3.32115
H -0.93842 -2.85119 -3.82677
H 0.09462 -0.05333 -4.50934
H 0.81841 -1.56158 -5.06481
H 1.53425 2.44290 -3.30312
H 2.02594 1.03493 -4.26301
H 3.87457 2.70450 -2.49746
H 3.78350 2.82503 -4.26626
H 4.37956 1.33876 -3.49433
Br -1.34714 4.14557 -3.67041
C -0.82833 2.92686 -2.30066
C -0.90710 1.60503 -2.55649
C -0.47341 0.62543 -1.50507
C -0.10211 1.23240 -0.14085
C -0.08457 2.59008 -0.01214
C -0.39665 3.46836 -1.06972
H -1.33559 1.24730 -3.48261
H -1.23882 -0.15038 -1.35712
H 0.18910 3.02493 0.94337
H -0.32978 4.53863 -0.94275
```

In the Mulliken picture, each atom carries the following charge in e: atom 1 (Ir): 2.58, atom 2 (O): -0.76, atom 3 (C): 0.01, atom 4 (O): -0.99, atom 5 (C): 0.55, atom 6 (C): -0.75, atom 7 (C): -0.62, atom 8 (C): -0.76, atom 9 (C): 0.33, atom 10 (N): 0.55, atom 11 (C): 0.44, atom 12 (O): -0.66, atom 13 (O): -0.99, atom 14 (H): 0.58, atom 15 (H): 0.43, atom 16 (H): 0.59, atom 17 (Cl): -0.22, atom 18 (C): 1.20, atom 19 (C): -1.63, atom 20 (C): 1.09, atom 21 (Cl): -0.15, atom 22 (C): -0.42, atom 23 (Cl): -0.22, atom 24 (C): 0.65, atom 25 (Cl): -0.22, atom 26 (C): -0.53, atom 27 (Cl): -0.21, atom 28 (C): -1.26, atom 29 (C): -0.12, atom 30 (O): -0.37, atom 31 (P): 0.38, atom 32 (O): -0.69, atom 33 (Te): -0.09, atom 34 (O): -0.10, atom 35 (C): 0.46, atom 36 (C): -1.44, atom 37 (H): 0.42, atom 38 (H): 0.26, atom 39 (H): 0.31, atom 40 (H): 0.21, atom 41 (H): 0.46, atom 42 (H): 0.08, atom 43 (H): 0.12, atom 44 (H): 0.29, atom 45 (H): 0.43, atom 46 (H): 0.34, atom 47 (Br): -0.21, atom 48 (C): -0.16, atom 49 (C): -0.76, atom 50 (C): 1.21, atom 51 (C): -0.93, atom 52 (C): -0.67, atom 53 (C): -0.88, atom 54 (H): 0.56, atom 55 (H): 0.47, atom 56 (H): 0.43, atom 57 (H): 0.40